Formula: C18H27Cl12F3O12
Source: the Open Molecules 2025 dataset
Level of theory: wB97M-V/def2-TZVPD

Each line ends with the Mulliken charge.
Geometry (Å):
C (-0.660, -0.282, -0.178)  -0.624
O (0.052, 0.296, 0.946)  -0.289
C (1.200, -0.333, 1.413)  0.774
O (1.806, -1.288, 0.922)  -0.576
O (1.678, 0.409, 2.399)  -0.293
C (2.887, 0.056, 3.101)  -0.648
H (-1.200, -1.113, 0.277)  0.282
H (-0.009, -0.555, -1.009)  0.285
H (-1.426, 0.344, -0.636)  0.248
H (3.179, 0.930, 3.683)  0.234
H (3.715, -0.371, 2.536)  0.310
H (2.578, -0.729, 3.793)  0.296
C (2.956, -3.499, -6.097)  -0.313
C (2.773, -4.999, -6.304)  0.358
O (2.757, -5.144, -7.693)  -0.314
C (2.783, -4.019, -8.323)  0.664
O (2.944, -3.848, -9.505)  -0.514
O (2.950, -3.007, -7.407)  -0.338
F (1.601, -5.274, -5.759)  -0.287
H (3.867, -3.292, -5.536)  0.237
H (2.198, -3.061, -5.447)  0.244
H (3.462, -5.633, -5.745)  0.262
C (-11.656, -0.860, -7.661)  -0.402
C (-12.302, -1.899, -6.819)  0.280
O (-11.625, -1.697, -5.570)  -0.298
C (-10.421, -1.137, -5.823)  0.671
O (-9.475, -1.090, -5.010)  -0.569
O (-10.363, -0.743, -7.089)  -0.302
F (-12.118, -3.110, -7.330)  -0.272
H (-12.203, 0.066, -7.485)  0.295
H (-11.567, -1.134, -8.713)  0.303
H (-13.374, -1.733, -6.709)  0.294
C (0.250, 7.766, 0.181)  -0.471
C (-0.609, 7.993, 1.335)  0.360
O (-0.017, 7.253, 2.296)  -0.268
C (1.320, 7.201, 1.979)  0.650
O (2.206, 6.764, 2.775)  -0.575
O (1.503, 7.628, 0.741)  -0.287
F (-1.748, 7.455, 0.982)  -0.281
H (0.149, 8.461, -0.653)  0.317
H (0.050, 6.788, -0.257)  0.272
H (-0.862, 9.014, 1.621)  0.282
C (-0.309, -5.924, 4.745)  -0.219
Cl (-0.483, -6.539, 3.147)  -0.135
Cl (-0.054, -7.081, 6.054)  -0.152
H (0.481, -5.175, 4.684)  0.250
H (-1.208, -5.402, 5.074)  0.255
C (-7.423, 5.267, -5.342)  -0.220
Cl (-6.654, 6.742, -5.873)  -0.144
Cl (-8.614, 5.598, -4.065)  -0.145
H (-7.866, 4.798, -6.221)  0.252
H (-6.638, 4.595, -4.995)  0.257
C (7.408, -2.972, 10.604)  -0.246
Cl (8.009, -1.471, 11.513)  -0.157
Cl (5.630, -2.977, 10.260)  -0.138
H (8.009, -3.018, 9.696)  0.267
H (7.695, -3.872, 11.149)  0.276
C (6.531, 3.077, -1.291)  -0.214
Cl (5.106, 2.718, -2.341)  -0.154
Cl (7.930, 3.574, -2.246)  -0.140
H (6.305, 3.944, -0.669)  0.244
H (6.709, 2.184, -0.692)  0.265
C (1.779, 4.643, 9.256)  -0.219
Cl (3.510, 4.274, 9.512)  -0.142
Cl (1.338, 6.279, 9.873)  -0.156
H (1.479, 4.566, 8.211)  0.286
H (1.270, 4.009, 9.983)  0.231
C (6.039, -8.195, 3.578)  -0.201
Cl (6.349, -6.594, 4.224)  -0.150
Cl (7.370, -8.517, 2.539)  -0.136
H (5.993, -8.965, 4.347)  0.249
H (5.080, -8.143, 3.061)  0.238

Calculated values
SMILES ... O=C1OC[C@@H](F)O1.O=C1OC[C@@H](F)O1.O=C1OC[C@@H](F)O1.COC(=O)OC.ClCCl.ClCCl.ClCCl.ClCCl.ClCCl.ClCCl
Charge ... 0
Relative energy (zero: lowest compared OMol25 entry of this formula, charge and spin) ... 3.1769 eV
Frontier orbital gap ... 0.4051 hartree
HOMO ... -10.87 eV

Formula: C18H27Cl2FN6O2PSe2V
Source: the Open Molecules 2025 dataset
Level of theory: wB97M-V/def2-TZVPD

Each line ends with the Mulliken spin population.
Geometry (Å):
V (0.013, 0.021, 0.852)  2.597
C (0.194, 0.196, -4.599)  0.010
N (0.605, -0.073, -3.247)  0.076
C (1.903, -0.166, -2.824)  -0.053
C (1.876, -0.272, -1.470)  0.086
N (0.580, -0.212, -1.020)  -0.042
C (-0.205, -0.064, -2.121)  0.104
P (-1.931, -0.667, -2.272)  0.026
C (-2.009, -1.560, -0.718)  0.046
N (-1.468, -1.209, 0.449)  -0.027
C (-1.874, -2.147, 1.361)  0.093
C (-2.634, -3.088, 0.739)  -0.037
N (-2.711, -2.723, -0.578)  0.027
C (-3.373, -3.444, -1.636)  0.008
C (-3.049, 0.715, -1.779)  0.020
N (-3.767, 0.671, -0.674)  0.000
C (-4.578, 1.767, -0.708)  0.002
C (-4.379, 2.462, -1.866)  0.003
N (-3.422, 1.770, -2.558)  -0.003
C (-2.972, 2.058, -3.900)  0.008
H (0.882, -0.290, -5.290)  0.000
H (0.184, 1.270, -4.805)  -0.002
H (-0.805, -0.205, -4.768)  0.001
H (2.728, -0.154, -3.516)  -0.003
H (2.701, -0.387, -0.792)  0.022
H (-1.576, -2.073, 2.390)  0.010
H (-3.117, -3.979, 1.101)  -0.001
H (-3.989, -4.230, -1.204)  0.000
H (-2.648, -3.893, -2.318)  0.001
H (-4.012, -2.771, -2.209)  -0.003
H (-5.255, 1.982, 0.103)  0.000
H (-4.819, 3.369, -2.247)  0.000
H (-3.827, 2.097, -4.577)  0.000
H (-2.305, 1.262, -4.221)  -0.002
H (-2.437, 3.002, -3.945)  0.000
O (4.512, -0.978, 1.510)  -0.002
C (4.348, -1.146, 2.896)  0.002
C (3.216, -0.310, 3.525)  -0.008
C (3.575, -0.212, 5.022)  0.002
O (2.559, 0.337, 5.848)  0.000
C (1.858, -1.013, 3.427)  0.009
Se (1.389, -1.915, 1.719)  -0.010
C (3.213, 1.128, 2.980)  0.012
Se (2.250, 1.570, 1.313)  -0.004
H (3.633, -1.151, 1.124)  -0.003
H (5.302, -0.850, 3.349)  0.000
H (4.165, -2.203, 3.141)  0.001
H (4.491, 0.390, 5.116)  0.000
H (3.786, -1.216, 5.408)  0.000
H (1.965, 0.850, 5.289)  0.000
H (1.042, -0.309, 3.588)  0.004
H (1.806, -1.799, 4.182)  0.003
H (4.242, 1.439, 2.797)  -0.002
H (2.782, 1.807, 3.719)  -0.001
Cl (-0.872, 2.447, 0.083)  0.012
C (0.555, 3.183, -0.650)  -0.001
Cl (0.182, 4.036, -2.162)  0.000
H (1.274, 2.404, -0.879)  0.000
H (0.968, 3.897, 0.049)  0.002
F (-0.747, 0.578, 2.476)  0.017

Calculated values
Spin multiplicity ... 4
Charge ... -1
Relative energy (zero: lowest compared OMol25 entry of this formula, charge and spin) ... 1.8645 eV
Frontier orbital gap (spin up / spin down) ... 0.1721 / 0.1941 hartree
HOMO (spin up / spin down) ... -2.53 / -3.14 eV

Formula: C18H27Cl3N2O4Re
Source: the Open Molecules 2025 dataset
Level of theory: wB97M-V/def2-TZVPD

Each line ends with the Mulliken spin population.
Geometry (Å):
C (1.425, 0.998, -1.796)  0.263
C (1.749, 2.057, -0.847)  0.084
C (0.473, 2.513, -0.285)  0.022
C (2.991, 2.881, -0.842)  -0.022
C (-0.579, 1.803, -0.994)  0.268
C (0.009, 0.867, -1.866)  -0.013
C (-0.766, -0.056, -2.733)  0.017
C (2.407, 0.294, -2.645)  -0.056
C (0.288, 3.804, 0.430)  -0.012
C (-2.025, 2.064, -0.897)  -0.022
Re (1.318, 0.808, 0.791)  1.904
Cl (2.050, 1.813, 2.439)  0.222
Cl (3.507, -0.006, 0.510)  0.051
Cl (-0.785, 0.830, 1.929)  0.033
H (3.828, 2.305, -1.242)  0.002
H (3.241, 3.195, 0.173)  0.007
H (2.845, 3.783, -1.450)  -0.003
H (1.088, 3.970, 1.153)  0.005
H (-0.667, 3.804, 0.961)  -0.005
H (0.295, 4.634, -0.289)  -0.004
H (-2.251, 2.751, -0.078)  0.002
H (-2.589, 1.125, -0.751)  0.005
H (-2.389, 2.520, -1.832)  0.031
H (-1.532, -0.585, -2.147)  -0.006
H (-0.107, -0.784, -3.212)  -0.001
H (-1.285, 0.504, -3.525)  -0.003
H (3.254, -0.051, -2.043)  0.009
H (2.790, 0.957, -3.434)  0.018
H (1.944, -0.576, -3.120)  0.002
O (0.879, -1.184, 0.354)  0.191
H (0.320, -2.126, 1.214)  0.008
C (-2.114, -1.523, 4.395)  0.001
C (-2.023, -2.993, 4.040)  -0.001
C (-2.453, -3.337, 2.589)  -0.001
C (-2.433, -4.874, 2.369)  0.000
C (-1.117, -5.541, 2.729)  0.001
C (-3.877, -2.818, 2.305)  0.000
O (-4.834, -3.055, 3.043)  0.000
N (-4.041, -2.076, 1.164)  0.001
C (-3.060, -1.591, 0.283)  -0.002
O (-3.384, -0.817, -0.617)  0.001
N (-1.795, -2.032, 0.506)  0.003
C (-1.488, -2.677, 1.579)  0.001
O (-0.218, -2.829, 1.879)  -0.002
H (-1.565, -0.899, 3.676)  0.001
H (-1.673, -1.366, 5.386)  0.000
H (-3.159, -1.194, 4.430)  0.000
H (-0.997, -3.357, 4.185)  0.001
H (-2.675, -3.578, 4.708)  0.000
H (-3.250, -5.303, 2.969)  0.000
H (-2.680, -5.061, 1.313)  0.000
H (-1.119, -5.871, 3.773)  0.000
H (-0.975, -6.421, 2.096)  0.000
H (-0.285, -4.848, 2.565)  0.000
H (-4.982, -1.751, 0.958)  0.000

Calculated values
Spin multiplicity ... 4
Charge ... -2
Relative energy (zero: lowest compared OMol25 entry of this formula, charge and spin) ... 0.2467 eV
Frontier orbital gap (spin up / spin down) ... 0.1522 / 0.2082 hartree
HOMO (spin up / spin down) ... 0.65 / -0.88 eV

Formula: C18H27EuN2O4P2S2
Source: the Open Molecules 2025 dataset
Level of theory: wB97M-V/def2-TZVPD

Each line ends with the Mulliken spin population.
Geometry (Å):
Eu (0.385, 1.343, 0.003)  5.019
P (2.293, -1.303, -0.308)  0.005
C (2.264, -1.809, -1.984)  0.471
C (1.075, -1.744, -2.714)  -0.047
N (0.004, -1.055, -2.149)  0.142
C (-1.200, -1.292, -2.685)  -0.030
C (-1.393, -2.196, -3.749)  0.199
C (-0.283, -2.696, -4.441)  -0.055
C (0.980, -2.413, -3.976)  0.218
C (-2.442, -0.625, -2.104)  -0.014
P (-2.188, 1.027, -1.259)  -0.009
H (1.897, -2.808, -4.435)  0.005
H (-2.415, -2.373, -4.078)  0.007
H (-0.425, -3.332, -5.308)  -0.001
H (-3.171, -0.465, -2.915)  -0.002
H (-2.897, -1.282, -1.338)  0.002
H (3.650, 2.745, -3.189)  0.000
H (3.184, -2.119, -2.454)  0.002
H (0.123, 6.492, -2.467)  0.000
O (2.850, 2.313, -2.855)  0.001
H (2.321, 3.100, -2.662)  0.000
H (-0.628, 3.028, 1.354)  0.003
O (0.344, 5.623, -2.834)  0.000
H (-0.386, 4.971, -2.552)  0.000
C (-2.534, 2.090, -2.710)  0.001
H (-3.576, 1.936, -3.021)  0.000
H (-2.403, 3.138, -2.408)  0.000
H (-1.854, 1.844, -3.534)  -0.001
C (-3.871, 1.047, -0.555)  0.001
H (-3.929, 1.788, 0.245)  0.000
H (-4.597, 1.306, -1.336)  0.000
H (-4.121, 0.061, -0.148)  0.001
C (2.500, -3.036, 0.417)  0.065
H (3.463, -3.504, 0.129)  -0.001
H (2.456, -2.889, 1.512)  0.004
H (1.684, -3.690, 0.059)  -0.004
C (4.044, -0.774, -0.088)  0.020
H (4.097, -0.358, 0.929)  0.003
H (4.731, -1.626, -0.195)  -0.002
H (4.219, 0.003, -0.843)  -0.005
O (2.796, 1.085, 3.839)  -0.001
S (1.742, 0.186, 3.416)  0.000
O (2.164, -1.093, 2.875)  -0.001
N (0.680, 1.002, 2.372)  -0.001
C (-0.555, 1.240, 2.845)  -0.002
S (-1.604, 2.244, 1.917)  0.003
C (-0.786, 0.557, 4.098)  -0.001
C (-1.942, 0.360, 4.872)  0.000
C (-1.911, -0.559, 5.934)  0.000
C (-0.733, -1.241, 6.290)  0.001
C (0.443, -0.973, 5.573)  -0.001
C (0.398, -0.069, 4.520)  0.001
H (-2.813, 0.971, 4.653)  0.000
H (-2.805, -0.757, 6.523)  0.000
H (-0.720, -1.968, 7.112)  0.000
H (1.395, -1.451, 5.806)  0.000

Calculated values
Spin multiplicity ... 7
Charge ... +2
Relative energy (zero: lowest compared OMol25 entry of this formula, charge and spin) ... 0.0000 eV
Frontier orbital gap (spin up / spin down) ... 0.1906 / 0.2081 hartree
HOMO (spin up / spin down) ... -12.77 / -13.24 eV

| no. | molar mass (g mol⁻¹) |
| --- | --- |
| 1 | 917.83 |
| 2 | 689.20 |
| 3 | 627.99 |
| 4 | 613.47 |